No. 1
67
Properties=species:S:1:pos:R:3:forces:R:3 method="wB97M-V/def2-TZVPD" max_force_ev_per_a=3.9 e_tot_ha=-1911.613229 e_homo_ev=-6.42 gap_ev=4.412
C 5.9376 -0.4414 -6.2499 0.1 -0.1 -0.2
C 4.9396 0.0820 -5.2611 -0.5 0.0 0.3
C 5.3078 1.0400 -4.3202 0.2 0.2 0.1
C 4.4353 1.5039 -3.3549 -0.1 -1.0 0.0
C 3.1661 0.8740 -3.2110 0.7 1.0 -1.8
S 2.2614 1.4219 -1.8946 -1.1 3.7 -0.8
C 2.6860 0.0943 -4.2951 0.6 0.0 0.9
C 3.6067 -0.3331 -5.2493 0.0 -0.1 -0.2
H 5.4736 -1.1620 -6.9272 0.1 0.1 0.0
H 6.3767 0.3602 -6.8564 -0.1 -0.1 0.1
H 6.7686 -0.9437 -5.7403 -0.1 0.0 -0.1
H 6.3208 1.4099 -4.3253 0.2 0.3 -0.1
H 4.7061 2.3240 -2.6797 0.0 -0.5 -0.2
H 1.6240 -0.1716 -4.3416 0.5 -0.1 0.1
H 3.2955 -1.0456 -6.0030 -0.1 0.1 -0.1
C -4.2272 -2.2033 3.2455 0.1 -0.3 0.2
N -3.5804 -1.2467 2.3782 -0.4 0.4 -0.2
C -4.2839 -0.2490 1.7685 -1.4 -0.4 0.0
O -5.5069 -0.0986 1.8338 1.9 0.0 -0.1
C -3.2958 0.5945 0.9716 -0.2 -0.3 -0.2
C -3.2362 2.0369 1.4818 0.0 0.4 0.2
C -4.5550 2.7633 1.3081 -0.2 0.1 -0.2
C -5.2246 3.2984 2.4096 -0.2 -0.2 0.0
C -6.4986 3.8549 2.2725 0.2 0.1 -0.5
C -7.0797 3.9368 0.9966 0.1 -0.3 0.3
C -6.3998 3.4380 -0.1190 0.3 0.1 0.1
C -5.1312 2.8725 0.0372 -0.3 0.1 0.4
N -2.0353 -0.1401 1.1577 0.4 0.5 -0.4
C -0.9188 0.2467 0.4958 0.2 -0.6 -0.3
C 0.3266 -0.3639 0.6139 -0.5 0.8 1.1
C 1.4738 -0.1553 -0.1464 -2.4 -0.7 -1.3
C 2.7346 -0.7059 0.1808 1.4 -1.8 1.1
C 3.9884 -0.2746 -0.3067 0.2 0.6 -0.2
C 5.1806 -0.9122 -0.0150 0.4 -1.4 0.5
C 5.1976 -2.0368 0.8364 -2.0 1.5 -0.8
N 6.4059 -2.7345 1.0735 3.0 -1.4 0.7
O 6.3997 -3.7233 1.8404 -0.2 1.7 -1.3
O 7.4458 -2.3247 0.5083 -1.9 -0.7 0.9
C 3.9863 -2.4581 1.4139 0.2 -0.1 -0.2
C 2.7899 -1.8392 1.0814 0.5 0.5 -0.1
C -2.1529 -1.2952 2.0791 -0.1 0.1 0.3
C -1.3555 -1.0869 3.3792 -0.1 0.1 0.0
C -1.8078 -2.6406 1.4163 -0.2 0.2 -0.1
H -5.2854 -1.9444 3.3294 0.2 0.0 -0.1
H -4.1368 -3.2191 2.8407 -0.1 0.2 0.1
H -3.7728 -2.1888 4.2441 -0.1 0.0 -0.2
H -3.5905 0.5830 -0.0984 0.1 0.0 0.6
H -2.9637 2.0286 2.5528 0.0 0.0 -0.4
H -2.4493 2.5625 0.9189 -0.1 -0.1 0.3
H -4.7486 3.2376 3.3904 -0.2 0.0 -0.2
H -7.0267 4.2386 3.1499 0.2 -0.1 -0.4
H -8.0797 4.3542 0.8848 0.3 -0.1 0.0
H -6.8458 3.5014 -1.1175 0.1 0.0 0.4
H -4.5847 2.4860 -0.8203 -0.2 0.1 0.0
H -1.0499 1.1233 -0.1683 0.1 -0.7 0.4
H 0.4360 -1.0819 1.4001 0.0 0.1 0.6
H 1.1621 0.2840 -1.1628 0.8 -1.6 1.1
H 4.0789 0.6399 -0.9057 -0.2 -0.6 0.6
H 6.1220 -0.5902 -0.4543 -0.3 0.1 0.1
H 4.0139 -3.3066 2.0928 -0.1 0.2 -0.1
H 1.8956 -2.2527 1.5472 0.2 0.2 -0.3
H -1.7582 -0.2197 3.9279 0.2 -0.3 -0.2
H -1.4609 -1.9882 3.9998 0.1 0.3 -0.1
H -0.2936 -0.9211 3.1724 -0.3 -0.1 0.2
H -2.5287 -2.8324 0.6057 0.3 0.0 0.2
H -0.7910 -2.6283 1.0098 -0.3 -0.2 0.1
H -1.8875 -3.4315 2.1773 0.1 0.2 -0.4

---

No. 2
7
Properties=species:S:1:pos:R:3:forces:R:3 method="wB97M-V/def2-TZVPD" max_force_ev_per_a=4.2 e_tot_ha=-948.934998 e_homo_ev="-8.60 / -8.61" gap_ev="6.758 / 6.759"
C 0.5648 -0.8598 0.0229 -0.9 -2.7 -0.7
C 0.8201 0.5434 0.0521 3.4 -2.5 0.1
O 3.4670 0.2943 -0.0048 -1.1 0.8 0.1
S 1.6657 -2.0952 -0.0312 -0.6 0.9 0.2
S 2.3171 1.2257 0.0130 0.2 -0.5 -0.1
H -0.5062 -1.2859 -0.1057 1.5 1.5 0.4
H 0.0543 1.1815 -0.0578 -2.6 2.5 -0.1

---

No. 3
14
Properties=species:S:1:pos:R:3:forces:R:3 method="wB97M-V/def2-TZVPD" max_force_ev_per_a=6.1 e_tot_ha=-249.661777 smiles="C[N@@H+]1CC12C=C2" e_homo_ev=-14.70 gap_ev=11.578 charge=+1
C 1.5514 -0.8196 -0.0333 -0.3 1.3 -1.5
N 0.6270 0.2727 -0.4773 1.1 -1.7 -2.0
C 0.2403 1.3342 0.4511 -0.5 -1.2 2.0
C -0.7209 0.2571 0.0916 -1.2 -0.4 1.0
C -2.0363 -0.0479 -0.4934 3.9 -1.6 4.4
C -1.6615 -0.7968 0.5533 -0.8 2.1 -2.8
H 1.2620 -0.8193 0.9938 0.9 -1.1 0.9
H 1.3237 -1.6996 -0.6615 -0.1 0.2 0.8
H 2.5412 -0.4548 -0.3415 0.0 -0.4 0.9
H 0.7921 0.3800 -1.4820 -0.6 0.9 0.2
H -0.0395 2.2587 0.1122 -0.1 2.2 -1.5
H 0.8199 1.4473 1.3879 -0.4 -0.7 -0.6
H -2.6016 0.2456 -1.2599 -2.5 0.9 -2.6
H -2.0978 -1.5576 1.1590 0.5 -0.4 0.6

---

No. 4
16
Properties=species:S:1:pos:R:3:forces:R:3 method="wB97M-V/def2-TZVPD" max_force_ev_per_a=4.8 e_tot_ha=-237.978842 smiles=BN1CCCC1 e_homo_ev=-9.67 gap_ev=10.533
B -2.2475 -0.0474 0.1706 -2.9 -0.6 -1.6
N -0.9198 -0.0199 -0.0446 2.5 3.9 0.4
C -0.0859 -1.1280 -0.2552 0.8 -4.4 1.9
C 1.3025 -0.7424 0.2889 1.1 0.7 -0.5
C 1.4453 0.6960 -0.2434 -1.6 1.3 2.4
C 0.0132 1.2066 0.0702 -1.2 0.9 0.6
H -3.1511 0.8569 0.1682 1.6 -0.8 0.5
H -2.5587 -1.1916 -0.0994 -0.8 0.3 0.7
H 0.0547 -1.4787 -1.2793 -0.3 0.4 -0.3
H -0.5477 -2.0709 0.3149 1.1 1.9 -1.2
H 2.1957 -1.2926 -0.0877 -1.0 -0.3 0.5
H 1.3374 -0.6374 1.3988 -0.1 -0.5 -0.7
H 2.1992 1.3090 0.3969 -1.0 -0.9 -1.9
H 1.3566 0.8282 -1.3060 1.6 -0.4 -0.7
H -0.0573 1.6566 1.0765 0.0 -0.6 -0.1
H -0.3366 2.0557 -0.5696 0.3 -1.0 0.1

---

No. 5
62
Properties=species:S:1:pos:R:3:forces:R:3 method="wB97M-V/def2-TZVPD" max_force_ev_per_a=4.6 e_tot_ha=-2213.335134 e_homo_ev=-7.69 gap_ev=9.591 charge=-1
Cl -0.0136 -0.4272 0.4701 0.6 2.6 -0.2
O 0.1844 -1.2665 -0.7240 0.1 1.2 1.7
O 1.3660 0.0629 0.9587 -3.2 -1.6 -0.8
O -0.7608 0.8418 0.1096 1.9 -3.0 1.0
O -0.7541 -1.1539 1.5178 1.6 0.9 -1.4
O 2.9445 2.5705 -0.5926 1.8 -1.2 -1.6
H 2.2289 2.9086 -0.0847 -1.5 0.6 1.1
H 2.6881 1.7201 -1.0143 -0.2 1.2 0.8
O -2.3894 3.6993 0.1880 -0.5 -0.2 -0.2
H -2.2728 4.2388 -0.6169 0.1 -0.5 0.6
H -2.6384 2.8028 -0.1379 0.1 0.9 0.0
O 1.8074 -1.4767 -3.9296 1.1 0.1 0.3
H 2.5002 -2.1634 -3.8901 -0.4 0.4 -0.1
H 1.9335 -0.9582 -3.0978 -0.3 -0.3 -1.0
O -0.1434 3.3735 -1.5135 -0.6 0.4 0.0
H -0.1788 2.6081 -2.0915 0.0 -0.1 -0.4
H 0.6481 3.8678 -1.7196 0.4 0.0 -0.2
O 3.5397 -1.3640 1.5601 0.2 -0.7 -0.9
H 4.0659 -1.2898 2.3416 0.4 0.0 0.8
H 2.7501 -0.8413 1.7030 -0.4 0.2 0.1
O -0.7984 -0.1086 4.3240 0.9 -0.3 0.1
H -1.1380 -0.2037 3.4263 -0.2 -0.2 0.2
H 0.1713 -0.1886 4.2067 -0.8 0.1 0.2
O -1.8192 -3.1816 -0.4220 -0.7 -0.2 0.3
H -0.9248 -3.2223 -0.0849 0.9 -0.1 0.0
H -1.8747 -3.9609 -0.9716 -0.1 -0.4 -0.2
O 0.1803 -3.1843 -2.7832 0.6 -1.3 -1.1
H 0.7022 -2.6636 -3.4205 -0.5 -0.2 0.2
H -0.1231 -2.5290 -2.1884 -0.7 0.9 1.0
O -2.6926 1.4476 -1.4645 0.4 0.4 0.4
H -1.7846 1.4403 -1.0715 -0.9 -0.4 -0.8
H -2.6782 2.1939 -2.0688 0.0 -0.1 -0.3
O 0.3326 2.0054 2.8491 0.3 -0.1 0.3
H -0.5078 1.5587 2.9800 -0.7 0.6 0.3
H 0.8375 1.2866 2.4656 0.7 0.1 -0.2
O 3.5881 1.5389 2.2085 2.5 -0.1 3.5
H 4.3401 0.9322 2.1078 0.0 0.5 0.5
H 3.1898 1.3472 1.4263 -2.4 -0.1 -3.9
O -1.5819 -3.5389 2.7594 1.3 0.7 0.3
H -1.5009 -3.0185 1.9522 -0.3 -0.1 0.1
H -2.3056 -4.1230 2.6415 -1.0 -0.7 -0.3
O -2.5274 -1.3511 -2.3193 0.3 -1.3 -2.6
H -2.1673 -2.0877 -1.8307 0.0 0.1 0.5
H -2.6837 -0.6419 -1.7454 -0.4 1.6 1.6
O -0.0539 1.1106 -3.0572 -1.3 -1.0 -1.7
H 0.6338 0.9606 -2.4467 1.6 -0.2 1.2
H -0.1870 0.1978 -3.4098 -0.5 1.1 0.2
O 2.2337 0.2763 -1.7758 -0.8 0.2 -0.5
H 2.0575 -0.4990 -1.2668 -0.5 -0.8 1.3
H 3.0792 0.1275 -2.1386 1.9 0.1 -0.7
O 0.8913 -3.9005 0.1063 -0.8 -0.9 -0.8
H 1.5345 -3.2353 -0.0731 0.7 0.8 -0.2
H 0.8003 -3.9352 1.0414 0.1 -0.1 1.4
O -2.4058 1.1392 2.3301 0.1 -0.3 -1.6
H -2.8519 1.9239 2.0090 -0.5 0.8 0.7
H -2.0577 0.9212 1.4285 0.3 -0.2 0.9
O 0.8980 3.7423 0.8784 1.9 1.4 0.0
H 0.7808 3.3149 1.7256 -0.7 -0.6 0.3
H 0.2758 3.4722 0.2212 -1.2 -0.6 -0.2
O -3.3545 -0.8675 0.3829 -0.5 1.0 0.9
H -2.9047 -1.6937 0.3618 0.4 -1.4 -0.5
H -3.1084 -0.5557 1.2698 -0.5 0.2 -0.2

---

No. 6
9
Properties=species:S:1:pos:R:3:forces:R:3 method="wB97M-V/def2-TZVPD" max_force_ev_per_a=2.0 e_tot_ha=-229.309814 smiles=O.O.O e_homo_ev=-10.81 gap_ev=11.399
O -6.0151 -15.0770 8.7068 0.1 0.1 0.2
H -5.3640 -15.6555 9.1252 -0.2 0.2 -0.1
H -6.5025 -15.6641 8.1107 0.3 -0.1 0.3
O -6.1914 -15.0088 4.6534 0.8 1.3 0.5
H -5.2958 -15.3903 4.7473 -0.6 0.3 0.0
H -6.0904 -14.0784 4.9978 -0.2 -1.4 -0.5
O -6.6811 -16.8126 6.7233 0.0 -1.9 -0.4
H -6.9065 -16.0927 6.1519 -0.1 1.1 -0.8
H -6.7124 -17.5679 6.0957 0.0 0.5 0.9

---

In the order shown, the computed relative energy (zero: lowest compared OMol25 entry of this formula, charge and spin) values come out to 83.2; 43.9; 102.5; 32.1; 17.3; 9.6 kcal/mol.